No. 1
Here is a molecular structure, C33H55NP2Tb in a non-equilibrium geometry from the OMol25 dataset. Energies are from wB97M-V/def2-TZVPD.

Each line ends with the Mulliken spin population.
Cartesian coordinates (Å):
Tb1 0.6438 0.3895 -0.7780  6.29
C1 1.0734 1.5158 1.3201  -0.01
C2 1.2815 0.1054 1.5253  -0.02
C3 2.8876 0.8702 0.0350  0.02
C4 2.0673 1.9894 0.3941  -0.06
C5 2.4311 -0.2811 0.7461  -0.01
C6 0.0448 2.3399 1.9935  0.02
H1 -0.1045 2.0002 3.0248  0.00
H2 -0.9309 2.2765 1.4896  0.00
H3 0.3347 3.3967 2.0308  0.00
C7 2.2316 3.4028 -0.0354  0.01
H4 1.2458 3.8642 -0.1767  0.00
H5 2.7787 3.4614 -0.9838  0.00
H6 2.7771 4.0005 0.7170  0.00
C8 4.0092 0.9175 -0.9509  -0.01
H7 4.5970 1.8455 -0.8052  0.00
H8 3.6269 0.8927 -1.9908  0.00
H9 4.6659 0.0440 -0.8250  0.00
C9 3.0501 -1.6380 0.6708  0.01
H10 4.0421 -1.6424 1.1573  0.00
H11 3.1912 -1.9280 -0.3780  0.00
H12 2.4245 -2.3930 1.1627  0.00
C10 0.4408 -0.7828 2.3682  -0.01
H13 0.9999 -1.0922 3.2638  0.00
H14 0.1595 -1.6998 1.8303  0.00
H15 -0.4750 -0.2806 2.7114  0.00
C11 -4.2801 -0.4694 -0.9521  0.00
C12 -4.1686 -0.3225 0.3772  0.00
C13 -3.5300 -1.2853 1.3412  0.00
C14 -3.6337 -2.8038 1.0434  0.00
C15 -2.4085 -3.4254 0.4438  0.00
C16 -1.9950 -3.2013 -0.8179  0.00
C17 -2.2462 -1.9157 -1.5741  -0.03
C18 -3.7630 -1.6048 -1.7881  0.00
H16 -3.9878 -1.1467 2.3406  0.00
H17 -4.5276 -3.0423 0.4357  0.00
H18 -2.4631 -0.9747 1.4109  0.00
H19 -4.3688 -2.5231 -1.6708  0.00
H20 -4.8710 0.2682 -1.5192  0.00
H21 -4.5355 0.5920 0.8434  0.00
H22 -3.9125 -1.2895 -2.8383  0.00
H23 -1.7893 -1.0566 -1.0223  0.05
H24 -1.2068 -3.8431 -1.2383  0.00
H25 -1.7601 -1.9492 -2.5779  0.00
H26 -3.7951 -3.2984 2.0166  0.00
H27 -1.8267 -4.0876 1.1143  0.00
P1 -2.6492 -4.7478 -3.1548  0.00
P2 0.2126 -5.7352 -3.7260  0.00
C19 -2.5408 -6.3610 -4.1345  0.00
C20 -1.1513 -6.5284 -4.7481  0.00
H28 -3.3117 -6.3159 -4.9237  0.00
H29 -2.7965 -7.1855 -3.4469  0.00
H30 -0.9083 -7.5966 -4.8758  0.00
H31 -1.1027 -6.0562 -5.7436  0.00
C21 1.5356 -6.5236 -4.7510  0.00
H32 2.5020 -6.3790 -4.2559  0.00
H33 1.5632 -6.0292 -5.7290  0.00
H34 1.3334 -7.5957 -4.8829  0.00
C22 0.2071 -7.0232 -2.3896  0.00
H35 -0.0073 -8.0226 -2.7968  0.00
H36 -0.5294 -6.7672 -1.6199  0.00
H37 1.2017 -7.0163 -1.9242  0.00
C23 -3.2183 -3.7296 -4.5845  0.00
H38 -3.4471 -2.7131 -4.2431  0.00
H39 -4.1147 -4.1921 -5.0215  0.00
H40 -2.4133 -3.6857 -5.3316  0.00
C24 -4.2644 -5.0534 -2.3388  0.00
H41 -4.4642 -6.1292 -2.2819  0.00
H42 -5.0788 -4.5750 -2.8976  0.00
H43 -4.2361 -4.6749 -1.3088  0.00
C25 -1.1836 5.7039 1.0329  0.00
N1 -0.7097 4.9780 -0.1446  0.00
C26 -0.2564 5.8940 -1.1961  0.00
C27 -1.6702 3.9743 -0.6089  0.00
C28 -1.2047 3.3151 -1.8756  -0.10
C29 -1.8056 3.5576 -3.1201  -0.02
C30 -1.2268 3.0597 -4.2958  0.01
C31 -0.0736 2.2758 -4.2412  -0.01
C32 0.4722 1.9462 -2.9582  0.00
C33 -0.1375 2.4331 -1.8003  -0.10
H44 -0.3990 6.4078 1.3696  0.00
H45 -1.4025 4.9901 1.8425  0.00
H46 -2.1165 6.2762 0.8284  0.00
H47 0.3010 5.3376 -1.9631  0.00
H48 -1.1008 6.4192 -1.6917  0.00
H49 0.4197 6.6386 -0.7357  0.00
H50 -1.7599 3.2021 0.1699  0.00
H51 -2.6725 4.4369 -0.7028  0.00
H52 -2.7169 4.1719 -3.1521  0.00
H53 -1.6809 3.2804 -5.2586  0.00
H54 0.3946 1.9147 -5.1647  0.00
H55 1.3987 1.3222 -2.8925  0.00

The largest force on an atom comes out at 0.069 Eh/bohr. Its total energy is -2851.90255 Ha. As for the multiplicity: 7. As for the net charge: +1.

=====

No. 2
Here is 2 unconnected molecules or ions with the total composition C9H14 in a non-equilibrium geometry from the OMol25 dataset. Energies are from wB97M-V/def2-TZVPD.

Each line ends with the Mulliken charge.
Cartesian coordinates (Å):
C1 -2.0166 0.3991 0.9507  -1.18
C2 -0.7961 -0.3900 0.4804  0.57
C3 -0.0374 -0.7702 1.5434  -0.48
C4 0.9160 -1.7989 1.3429  -0.69
C5 1.3214 -1.9685 0.0588  -0.18
C6 0.6791 -1.3910 -1.0686  -0.81
C7 -0.4225 -0.6902 -0.8694  -0.02
H1 -2.4867 0.0504 1.8528  0.47
H2 -2.7822 0.2817 0.0561  0.28
H3 -1.5594 1.4521 0.8737  0.20
H4 -0.2816 -0.4069 2.5214  0.42
H5 1.5143 -2.0789 2.2706  0.27
H6 2.1665 -2.5990 -0.2076  0.33
H7 1.0948 -1.6961 -1.9776  0.46
H8 -1.0029 -0.2223 -1.7963  0.37
C8 0.9050 2.5686 -0.5258  -0.75
C9 -0.2902 2.4323 -1.5072  -0.48
H9 0.4868 2.5755 0.5257  0.19
H10 1.6738 1.7837 -0.6002  0.22
H11 1.4900 3.5361 -0.5669  0.31
H12 -1.1455 1.8316 -1.0017  -0.08
H13 -0.7300 3.3197 -2.0415  0.36
H14 0.0102 1.8249 -2.3392  0.23

The calculation puts the relative energy (zero: lowest compared OMol25 entry of this formula, charge and spin) at 1.913 eV. The largest force on an atom comes out at 0.097 Eh/bohr. Its SMILES is Cc1ccccc1.CC.

=====

No. 3
Here is a gas-phase ion, C4H12N2O (charge +1) in a non-equilibrium geometry from the OMol25 dataset. Energies are from wB97M-V/def2-TZVPD.

Each line ends with the Mulliken spin population.
Cartesian coordinates (Å):
N1 1.3570 -1.6006 -1.0424  0.61
C1 2.1491 -0.5270 -0.9052  0.01
C2 1.3890 0.6203 -0.1989  0.03
N2 0.0267 0.1344 0.3016  0.13
C3 -0.9283 1.0193 0.9560  0.00
C4 -2.4223 0.3966 0.9692  0.00
O1 -2.7278 -0.2311 -0.3441  0.00
H1 1.8928 -2.4658 -0.9452  -0.02
H2 0.4520 -1.4996 -0.6438  -0.01
H3 2.9998 -1.0206 -0.4002  0.08
H4 2.7134 -0.0571 -1.7830  0.12
H5 1.1152 1.4303 -0.9127  0.02
H6 2.1464 0.8731 0.6018  0.03
H7 -0.4485 -0.1836 -0.5527  0.00
H8 -1.0056 1.9784 0.4940  0.01
H9 -0.7686 1.1508 2.0198  0.00
H10 -3.1886 1.2064 0.9671  0.00
H11 -2.5937 -0.2218 1.7887  0.00
H12 -2.1582 -1.0023 -0.3701  0.00

The calculation puts the relative energy (zero: lowest compared OMol25 entry of this formula, charge and spin) at 2.897 eV. The largest force on an atom comes out at 0.083 Eh/bohr. As for the multiplicity: 2. As for the net charge: +1.

=====

No. 4
Here is 6 unconnected molecules or ions with the total composition C29H54ClNO10S in a non-equilibrium geometry from the OMol25 dataset. Energies are from wB97M-V/def2-TZVPD.

Each line ends with the Mulliken charge.
Cartesian coordinates (Å):
N1 -0.3304 -6.2387 1.3748  -0.59
C1 -0.1969 -5.1019 1.4665  0.71
O1 -0.0796 -3.8113 1.5473  -0.44
C2 0.1023 -3.1242 0.2787  1.32
C3 -0.9992 -3.5042 -0.6897  -1.67
C4 -2.4188 -3.5641 -0.0990  -0.78
C5 -2.8430 -2.4313 0.8276  0.10
C6 -4.2216 -2.6080 1.4224  -0.61
O2 -5.1852 -2.6777 0.3769  -0.58
O3 1.3365 -3.5609 -0.3017  -0.53
S1 2.6645 -3.5934 0.6198  1.29
O4 3.7319 -3.3036 -0.2913  -0.69
O5 2.7254 -4.7995 1.3813  -0.67
C7 2.4459 -2.1866 1.6674  -0.97
C8 1.6007 -1.1285 0.9767  -0.50
C9 0.1999 -1.6337 0.6765  0.50
Cl1 -0.4978 -0.5174 -0.5191  -0.17
H1 -0.9247 -2.8914 -1.5834  0.88
H2 -0.7617 -4.5181 -1.0254  0.03
H3 -3.1018 -3.5827 -0.9493  0.53
H4 -2.5603 -4.5190 0.4110  0.24
H5 -2.1759 -2.4207 1.6935  0.11
H6 -2.8149 -1.4697 0.3199  0.13
H7 -4.2543 -3.5270 2.0227  0.45
H8 -4.4115 -1.7632 2.0883  0.13
H9 -6.0553 -2.5257 0.7556  0.32
H10 3.4658 -1.8404 1.8258  0.63
H11 2.0180 -2.4935 2.6199  0.32
H12 1.4921 -0.2747 1.6414  -0.07
H13 2.1078 -0.7846 0.0769  0.28
H14 -0.3996 -1.5310 1.5779  0.33
C10 -6.7295 1.8963 1.4027  -0.57
C11 -5.7196 2.5055 2.3779  -0.60
C12 -4.6601 1.4153 2.4325  0.08
O6 -4.6609 0.7908 1.1500  -0.30
C13 -5.8081 1.2006 0.4058  -0.40
H15 -7.3790 2.6305 0.9287  0.37
H16 -7.3583 1.1655 1.9163  0.26
H17 -5.2975 3.4213 1.9597  0.22
H18 -6.1332 2.7381 3.3575  0.40
H19 -4.9013 0.6656 3.1964  0.26
H20 -3.6583 1.7971 2.6287  -0.20
H21 -5.4921 1.8902 -0.3845  0.25
H22 -6.2549 0.3229 -0.0627  0.25
C14 1.2099 -7.9412 -3.1558  -0.63
C15 0.6632 -7.6941 -4.5616  -0.55
C16 -0.6700 -7.0203 -4.2583  -0.52
O7 -0.4827 -6.2955 -3.0434  -0.37
C17 0.7466 -6.6897 -2.4238  -0.09
H23 2.2899 -8.0717 -3.1192  0.37
H24 0.7433 -8.8278 -2.7216  0.28
H25 1.3180 -7.0099 -5.1056  0.26
H26 0.5495 -8.6006 -5.1543  0.35
H27 -1.4642 -7.7608 -4.1125  0.28
H28 -0.9856 -6.3258 -5.0381  0.27
H29 1.4697 -5.8740 -2.5357  0.16
H30 0.5750 -6.8558 -1.3596  0.17
C18 3.0281 4.1249 0.4659  0.02
C19 4.1886 3.3325 1.0675  -0.84
C20 3.4553 2.2148 1.7974  -0.29
O8 2.2621 1.9652 1.0498  -0.58
C21 2.0602 3.0120 0.0924  -0.66
H31 3.3103 4.7405 -0.3844  0.11
H32 2.5840 4.7740 1.2245  0.17
H33 4.8129 2.9184 0.2725  0.29
H34 4.8248 3.9183 1.7286  0.40
H35 3.1809 2.5179 2.8143  0.24
H36 4.0347 1.2912 1.8569  0.28
H37 2.2730 2.6170 -0.9070  0.39
H38 1.0147 3.3213 0.1237  0.34
C22 0.4369 3.2424 2.2620  1.10
C23 0.5107 3.4912 3.7681  -0.79
C24 -0.8178 4.1903 4.0293  -0.56
O9 -1.7433 3.6611 3.0779  -0.44
C25 -1.0391 2.9134 2.0812  -0.35
H39 1.0899 2.4404 1.9156  -0.20
H40 0.6926 4.1533 1.7156  -0.28
H41 0.5509 2.5406 4.3046  0.29
H42 1.3669 4.0908 4.0732  0.37
H43 -0.7327 5.2716 3.8773  0.26
H44 -1.2056 4.0130 5.0330  0.34
H45 -1.2272 1.8461 2.2442  0.10
H46 -1.4222 3.1827 1.0966  0.31
C26 3.7248 5.0642 -4.5037  -0.60
C27 4.8578 6.0632 -4.2737  -0.56
C28 4.2996 6.9000 -3.1307  -0.42
O10 3.4725 6.0249 -2.3579  -0.44
C29 3.2500 4.8095 -3.0801  -0.19
H47 4.0397 4.1528 -5.0088  0.34
H48 2.9285 5.5237 -5.0925  0.28
H49 5.7622 5.5404 -3.9557  0.26
H50 5.1005 6.6608 -5.1505  0.35
H51 3.6857 7.7250 -3.5064  0.25
H52 5.0736 7.3129 -2.4833  0.28
H53 3.8323 4.0084 -2.6093  0.16
H54 2.1927 4.5480 -3.0212  0.28

The calculation puts the relative energy (zero: lowest compared OMol25 entry of this formula, charge and spin) at 0.000 eV. The largest force on an atom comes out at 0.046 Eh/bohr. Its SMILES is N#CO[C@]1(CCCCO)OS(=O)(=O)CC[C@H]1Cl.C1CCOC1.C1CCOC1.C1CCOC1.C1CCOC1.C1CCOC1.

=====

No. 5
Here is a gas-phase ion, C2H2NO3 (charge -1) in a non-equilibrium geometry from the OMol25 dataset. Energies are from wB97M-V/def2-TZVPD.

Each line ends with the Mulliken charge.
Cartesian coordinates (Å):
O1 0.2147 -0.3656 -1.8403  -0.53
C1 -0.3563 -0.9005 -0.8668  -0.02
N1 -0.3287 -0.2169 0.4174  -0.14
C2 0.4544 1.0815 0.6451  0.47
O2 0.1686 1.6803 1.6931  -0.72
O3 1.2678 1.2864 -0.2663  -0.63
H1 -0.8765 -1.8670 -1.0428  0.35
H2 -0.5440 -0.6982 1.2607  0.21

The calculation puts the relative energy (zero: lowest compared OMol25 entry of this formula, charge and spin) at 1.201 eV. The largest force on an atom comes out at 0.086 Eh/bohr. Its SMILES is O=CNC(=O)[O-]. As for the net charge: -1.

=====

No. 6
Here is a molecular structure, C25H31InN2PSe2Te2 from the OMol25 dataset. Energies are from wB97M-V/def2-TZVPD.

Each line ends with the Mulliken charge.
Cartesian coordinates (Å):
In1 -0.4740 -0.1251 -0.3599  1.12
C1 4.6260 3.5618 0.3887  -1.47
C2 3.6067 3.6799 1.4908  1.39
C3 3.8773 4.5273 2.5622  -0.91
C4 2.9793 4.6957 3.6054  -0.73
C5 1.7733 4.0141 3.5977  -0.76
C6 1.4901 3.1560 2.5482  -1.03
C7 2.3904 2.9781 1.4963  0.56
P1 1.8438 1.7916 0.2309  0.49
C8 3.3316 0.8403 -0.2512  2.21
C9 3.7564 0.7854 -1.5788  -1.12
C10 4.7977 -0.0446 -1.9666  -0.80
C11 5.4389 -0.8312 -1.0202  -0.88
C12 5.0372 -0.7688 0.3071  -0.91
C13 3.9922 0.0592 0.7138  0.17
C14 3.6225 0.1189 2.1748  -1.48
C15 1.3697 2.7715 -1.2165  1.03
C16 1.5790 4.1510 -1.2666  -1.21
C17 1.0786 4.9062 -2.3116  -0.88
C18 0.3499 4.2845 -3.3162  -0.82
C19 0.1278 2.9197 -3.2701  -0.93
C20 0.6268 2.1362 -2.2284  0.55
C21 0.3562 0.6661 -2.2114  -1.08
H1 5.2808 4.4317 0.3905  0.56
H2 4.1626 3.4891 -0.5953  0.19
H3 5.2536 2.6767 0.5185  0.22
H4 4.8107 5.0766 2.5690  0.46
H5 3.2205 5.3671 4.4186  0.40
H6 1.0597 4.1454 4.3994  0.45
H7 0.5521 2.6125 2.5398  0.23
H8 3.2729 1.4155 -2.3158  0.52
H9 5.1157 -0.0637 -3.0004  0.46
H10 6.2643 -1.4694 -1.3073  0.44
H11 5.5624 -1.3538 1.0547  0.53
H12 4.0338 -0.7334 2.7166  0.48
H13 2.5386 0.1533 2.3354  0.31
H14 4.0109 1.0277 2.6388  0.25
H15 2.1188 4.6413 -0.4667  0.34
H16 1.2468 5.9742 -2.3367  0.47
H17 -0.0504 4.8660 -4.1363  0.40
H18 -0.4480 2.4432 -4.0541  0.45
H19 1.2764 0.0973 -2.3730  0.35
H20 -0.3295 0.3939 -3.0134  0.62
Se1 -1.8252 -2.1677 -1.3441  -0.39
Te1 -3.1790 -2.8970 0.6570  -0.07
Te2 -3.7558 -0.4454 1.5765  -0.05
Se2 -1.3988 0.3958 1.9243  -0.24
N1 1.8532 -4.5167 0.3422  -0.08
C22 2.6721 -3.5890 -0.5139  -1.10
C23 1.8412 -2.3574 -0.8225  -0.21
N2 1.2947 -1.7031 0.3692  0.88
C24 0.6590 -2.6225 1.3167  -0.45
C25 1.4960 -3.8435 1.6407  -0.95
H21 2.3557 -5.3888 0.5120  0.37
H22 0.9867 -4.7539 -0.1540  0.38
H23 2.9496 -4.1179 -1.4239  0.41
H24 3.5710 -3.3487 0.0549  0.41
H25 1.0034 -2.6332 -1.4713  0.50
H26 2.4702 -1.6432 -1.3549  -0.08
H27 2.0242 -1.1615 0.8240  -0.35
H28 -0.2960 -2.9468 0.8932  0.07
H29 0.4181 -2.0811 2.2312  0.49
H30 0.9352 -4.5512 2.2484  0.42
H31 2.4388 -3.6054 2.1344  0.38

The calculation puts the relative energy (zero: lowest compared OMol25 entry of this formula, charge and spin) at 0.011 eV. The largest force on an atom comes out at 0.004 Eh/bohr. As for the net charge: +1.

=====

> What is the formula in the third record?

C4H12N2O